1.
94
Properties=species:S:1:pos:R:3:forces:R:3 method="wB97M-V/def2-TZVPD" homo_lumo_gap_ha="0.1847 / 0.1379" e_homo_ev="-3.542 / -4.131" multiplicity=6 total_charge=-1
Os -0.02686 0.39371 1.26633 2.302 3.361 3.951
Te 1.66644 -2.15915 -0.37929 0.161 -0.402 0.447
Sb -2.57862 -1.72195 1.76156 -0.607 -1.866 0.164
Se -1.36682 -0.54944 -0.23883 -1.956 -2.151 -2.555
Se 0.08828 -0.80222 3.27275 -0.290 -0.834 -0.665
Se -2.09537 -4.17628 2.12213 -0.609 1.378 -0.326
Se -4.69957 -2.01927 0.30574 -0.005 -0.153 0.154
Si -1.56637 2.56988 1.56463 -0.371 0.228 0.724
O 3.19355 -0.09174 0.94296 -0.461 0.015 -0.076
N 1.50968 1.38068 1.46894 0.395 0.442 -1.001
C -0.26645 -3.13723 -3.01596 -0.314 0.883 0.465
C 4.25551 -1.07474 -4.55130 -0.817 -0.275 1.282
C -3.91666 1.91700 -0.24498 -0.318 -1.931 0.127
C -0.18759 -4.18020 -1.93110 0.543 -1.086 -0.348
C 0.63883 -5.04608 0.20800 -0.236 0.292 -0.782
C -2.11831 3.36235 -1.17893 0.344 -0.738 0.922
C -1.25580 5.51874 1.81457 0.214 0.352 -0.644
C -0.77990 -5.43806 -2.18836 -0.237 1.054 -0.289
C -3.80197 4.22143 0.44276 0.014 0.326 -0.566
C 3.22351 -0.25635 -4.06415 0.372 -0.214 -0.194
C 1.20947 -4.92607 1.59444 0.568 -0.601 0.815
C 0.16564 4.11479 3.29313 0.691 0.367 -0.323
C 4.56461 -2.19601 -3.73252 0.763 0.679 -1.325
C 0.59684 -4.01878 -0.77172 -0.242 0.224 -0.198
C -2.90398 2.98381 0.14019 0.560 0.894 -0.739
C -1.85957 1.70832 4.37406 0.639 -0.967 0.133
C 4.95484 -0.77090 -5.85527 0.427 -0.659 -0.513
C -0.44589 4.22362 1.88620 -0.314 -1.458 -0.357
C -2.67890 2.34495 3.23189 0.194 -0.154 0.008
C 3.89962 -2.51915 -2.56317 -0.844 0.709 0.071
C -3.94373 1.47401 2.94371 0.796 -0.368 0.064
C 0.71212 4.29754 0.85662 -0.268 -0.042 -0.073
C -3.17957 3.67526 3.81122 -1.256 0.484 0.179
C 2.83210 -1.69792 -2.14736 -0.420 0.457 -0.584
C 3.91704 1.98549 1.60136 0.014 0.350 0.397
C -1.17775 -7.87453 -1.68557 -1.043 -0.069 -0.031
C 2.80233 1.00926 1.35689 0.535 -0.463 -0.863
C 0.06706 -6.27932 -0.13526 -0.537 0.421 -0.658
C 4.34495 -3.68208 -1.74948 0.506 -0.685 -0.074
C 2.53064 -0.51908 -2.88340 -0.161 -0.620 0.674
C -0.64964 -6.50594 -1.32798 1.025 0.060 0.695
C 1.48541 0.47984 -2.41554 -0.293 -0.073 -0.329
H -0.78864 -2.22859 -2.62094 0.461 -0.546 -0.317
H -0.58023 4.27609 4.08715 0.553 -0.213 -0.298
H 0.10637 -7.08058 0.57595 0.137 -0.319 0.383
H 4.65975 -1.51384 -6.63767 0.064 0.548 0.534
H -4.30956 2.15360 -1.23732 -0.085 0.050 -0.063
H -0.70062 6.30659 2.34744 0.042 0.001 -0.239
H -4.80054 1.80201 0.42452 0.735 0.350 -0.392
H -3.79228 3.49025 4.74210 0.469 -0.013 -0.809
H 0.73835 -2.83400 -3.35065 -0.339 -0.061 0.077
H -2.23251 5.46839 2.28216 -0.015 -0.048 -0.006
H -4.40255 1.11323 3.88006 0.060 0.379 -0.124
H 6.05531 -0.90070 -5.75749 -0.618 0.260 0.017
H 0.71194 3.15704 3.41031 -0.372 0.466 0.147
H -1.38396 5.82753 0.75212 0.044 -0.043 0.743
H 4.73717 0.23790 -6.25829 0.085 -0.541 0.420
H -1.20634 2.43094 4.90207 -0.469 -0.266 -0.287
H -4.50837 4.31808 -0.41244 0.283 -0.042 0.422
H -1.16396 0.87875 4.04286 -1.099 1.136 0.375
H -4.39677 4.07655 1.33314 -0.250 -0.116 0.122
H -2.39165 4.36132 4.11254 -0.004 -0.105 -0.030
H -0.63517 -8.34922 -2.53485 -0.213 0.342 0.665
H -2.25077 -7.76761 -2.00454 0.902 -0.210 0.230
H -1.16963 -8.53807 -0.79755 0.107 0.252 -0.594
H 4.63354 -3.33867 -0.75365 -0.287 -0.143 0.120
H 1.59834 3.76826 1.17585 0.099 -0.153 0.314
H -4.68569 1.98884 2.33614 0.009 0.124 0.236
H 0.49528 3.87830 -0.13239 -0.236 0.103 0.154
H 5.41386 -2.82333 -4.03021 -0.309 0.124 0.065
H 1.65862 0.79049 -1.38434 0.031 -0.095 0.060
H 0.97864 5.33850 0.71462 0.169 0.422 -0.064
H -2.54342 1.24814 5.11594 0.231 0.307 -0.184
H 4.24627 2.39551 0.63796 -0.216 -0.020 0.158
H -3.83739 4.23083 3.10318 0.409 -0.396 0.617
H -1.38681 -5.53343 -3.09663 0.291 -0.056 0.250
H 0.45261 0.06986 -2.45853 0.613 0.149 -0.014
H 1.51576 1.39539 -3.02610 -0.005 -0.348 0.067
H 4.72882 1.37177 1.97989 0.226 0.241 0.179
H -3.30542 5.19940 0.54292 -0.045 -0.624 -0.156
H 5.26973 -4.09503 -2.19433 -0.544 -0.090 0.133
H 0.91101 4.94642 3.34350 -0.305 -0.485 0.269
H 1.82721 -4.03445 1.83283 -0.300 -0.551 -0.519
H -3.67840 0.55447 2.40348 -0.101 0.392 0.061
H -1.43419 4.18402 -0.96472 0.009 0.043 -0.161
H -0.83805 -3.48261 -3.88116 0.102 -0.078 0.145
H 1.81189 -5.85557 1.75431 -0.215 0.804 0.154
H 3.56330 -4.46786 -1.67761 0.510 0.413 0.078
H -2.80630 3.67526 -1.96140 -0.208 0.039 -0.076
H -1.51972 2.51074 -1.56743 -0.306 0.368 0.250
H 0.39839 -4.92332 2.36114 0.476 -0.024 -0.736
H -3.49679 0.87572 -0.33375 -0.275 1.049 0.068
H 2.91150 0.63084 -4.60257 0.200 0.048 -0.174
H 3.66287 2.79765 2.28242 0.030 0.011 -0.030

***

2.
89
Properties=species:S:1:pos:R:3:forces:R:3 method="wB97M-V/def2-TZVPD" homo_lumo_gap_ha="0.2329 / 0.2459" e_homo_ev="-8.846 / -10.371" multiplicity=6 total_charge=+1
Ru 0.81340 2.34461 -2.48064 -1.933 -4.874 7.406
P 3.02372 1.69697 0.10963 0.721 0.504 -0.470
P -1.96847 1.03776 0.25300 2.541 -0.230 -1.538
N -1.89058 -4.90631 2.52134 0.031 -0.056 -0.093
C 2.63865 4.39774 -3.33867 0.457 0.522 0.030
C 0.27799 -0.67641 2.78609 -0.214 0.165 -0.235
C -0.64929 -5.64982 2.70924 -0.237 0.006 -0.066
C -1.04743 -0.74854 2.38516 -1.026 -0.867 -0.828
C -3.08121 -0.27945 -0.25526 -0.487 0.012 -0.464
C 0.30806 -3.89180 -1.81056 -0.214 0.108 0.580
C 0.04587 -3.04992 -0.70574 -0.370 -0.501 -0.625
C 1.13592 -1.86236 3.03214 0.402 -0.338 0.206
C -2.83527 1.00835 2.82879 -0.261 0.227 0.558
C -2.49596 -5.10147 1.19670 -0.083 -0.082 0.453
C -2.84375 -5.17108 3.58982 0.116 -0.070 -0.275
C -0.43352 -5.06793 -1.99070 -0.057 0.451 0.105
C -2.86462 2.59387 -0.04440 -0.604 0.153 0.372
C 0.68429 0.69512 2.85980 -0.542 0.632 -0.882
C 2.62674 2.93915 -2.98052 2.306 -0.653 -1.028
C -1.39380 -5.42954 -1.04495 0.350 0.152 0.270
C 0.10874 3.03217 -5.16871 -0.676 -0.200 -0.350
C 4.37397 0.58068 -0.49516 -0.401 -0.395 -0.098
C 4.02072 3.27013 0.23898 -0.330 0.195 0.086
C 2.07084 1.98713 -3.90678 2.599 -0.216 -1.720
C -0.98422 -3.38385 0.17637 0.638 0.438 0.147
C -0.40211 3.07523 -3.74908 -1.736 2.591 -1.211
C -1.55746 0.68054 2.05925 0.396 0.224 -0.123
C 0.11829 4.09219 -2.81347 -2.151 2.662 -1.656
C -0.33740 1.52260 2.44071 0.601 -0.844 0.209
C 1.22585 5.02511 -3.25693 -0.046 1.009 -0.056
C -0.45539 1.09343 -0.84800 -0.140 -0.566 0.730
C -1.59922 -4.61887 0.07734 -0.644 -0.508 -0.180
C 2.07761 1.12708 3.16469 0.165 0.115 0.492
C -0.22566 2.99524 2.25252 0.121 0.566 -0.189
C 1.51769 2.41930 -5.24987 0.259 -0.445 -0.716
C -1.75980 -1.98312 2.31278 -0.152 2.466 2.968
H 1.25684 5.85542 -2.54349 -0.006 -0.113 -0.114
H -2.86816 2.79335 -1.12822 0.063 -0.347 0.352
H 2.20243 3.08681 -5.79556 -0.071 -0.142 0.327
H 0.73911 3.25524 1.76512 -0.526 -0.091 0.283
H -2.37048 -4.97112 4.55821 -0.145 -0.037 -0.165
H 0.96541 5.48509 -4.21921 0.020 -0.096 0.095
H -3.36873 -0.12445 -1.31194 0.123 -0.051 0.460
H 2.15183 2.21823 3.15999 0.086 -0.160 0.045
H -0.25557 -5.70012 -2.85641 -0.008 0.117 0.123
H 3.41518 2.58179 -2.28717 -0.595 0.222 -0.611
H 0.64266 -2.15394 -0.54612 -0.193 0.019 -0.131
H -3.71069 -4.51071 3.47053 0.093 -0.136 0.091
H 0.84630 -2.40719 3.94362 0.020 0.135 -0.150
H 3.96142 -0.43845 -0.61931 0.219 0.455 -0.025
H -3.90396 2.49730 0.30529 0.281 0.164 -0.114
H 4.11211 3.79563 -0.74750 -0.005 -0.435 0.864
H -1.02335 3.37265 1.59658 0.429 -0.017 0.433
H 2.40946 0.76963 4.14978 -0.071 0.068 -0.209
H 1.46736 1.50232 -5.84612 -0.029 0.236 -0.077
H -0.31568 -5.51588 3.74698 -0.014 -0.068 -0.284
H -2.58987 -1.25419 -0.16593 -0.033 0.248 -0.005
H 0.12756 -5.26942 2.03544 -0.141 -0.122 0.099
H 2.42381 0.95985 -3.86480 0.258 0.026 -0.054
H -1.97547 -6.35135 -1.13720 0.348 0.223 -0.024
H -1.37603 -2.78927 2.96556 -0.234 0.428 -0.898
H -1.30962 -2.65822 1.03983 0.867 -1.477 -1.686
H -2.58742 1.02149 3.89619 -0.154 -0.027 -0.138
H 4.77280 0.91966 -1.47296 -0.018 -0.157 0.570
H -2.72423 -6.17692 1.04931 -0.090 0.247 -0.111
H 1.08289 -2.58699 2.20579 -0.090 0.207 0.163
H -3.99401 -0.26265 0.35934 0.268 -0.033 -0.185
H -2.40314 3.46706 0.43644 -0.191 -0.426 -0.176
H -3.19123 -6.21874 3.57546 -0.056 0.101 0.119
H -1.44077 2.74695 -3.58535 0.376 0.126 -0.010
H 3.50825 3.94401 0.95360 0.265 -0.200 -0.449
H -0.78902 -6.72931 2.51747 0.124 0.087 0.078
H -0.62345 4.54620 -2.15139 0.205 -0.242 0.103
H -3.44941 -4.54751 1.19650 0.193 -0.189 -0.028
H -3.24702 1.99481 2.56937 0.134 -0.230 0.119
H -3.62103 0.25423 2.67751 0.253 0.193 -0.026
H 1.08422 -3.61639 -2.52113 -0.094 -0.122 0.128
H 0.04615 4.03623 -5.60764 0.193 -0.150 0.075
H -2.85678 -1.94968 2.28288 0.384 -0.150 -0.430
H -0.57120 0.28709 -1.59720 -0.100 -0.143 0.484
H 3.07322 4.52603 -4.34009 -0.209 -0.072 0.119
H 2.78130 0.74496 2.40605 -0.255 0.005 0.404
H 0.41897 0.85837 -0.19724 -0.708 -0.126 -0.317
H 5.01983 3.05262 0.63904 -0.173 0.121 -0.198
H -0.58557 2.41533 -5.74938 0.140 0.118 0.015
H -0.28110 3.55101 3.20588 -0.005 -0.169 -0.347
H 5.16975 0.52071 0.26367 -0.080 0.132 -0.383
H 2.18655 -1.57368 3.14557 -0.185 -0.051 0.030
H 3.32440 4.95219 -2.68059 -0.261 -0.251 -0.045

***

3.
101
Properties=species:S:1:pos:R:3:forces:R:3 method="wB97M-V/def2-TZVPD" homo_lumo_gap_ha=0.2050 e_homo_ev=-6.857 multiplicity=1
Pt 0.17331 -0.05467 -0.50395 0.383 -0.268 0.334
As -2.08087 1.11942 -0.38544 -0.164 0.160 0.103
P 2.13827 -0.97287 -1.20038 -0.037 0.033 0.195
P 0.31982 -1.43798 1.28938 -0.171 0.175 -0.496
Si -3.43328 1.13141 1.58035 -0.054 0.016 -0.033
Si -1.68501 3.45446 -0.79576 0.152 -0.003 -0.059
Si -3.64654 0.34460 -2.01897 0.069 -0.173 0.025
O 1.96172 3.39308 -3.93276 -0.003 0.019 0.003
O 1.10054 2.06665 -6.43756 -0.004 0.000 0.009
O -0.50932 -0.40615 -2.69070 -0.111 0.089 -0.088
O 0.86320 1.78255 -1.68544 -0.054 -0.056 0.057
O -0.45812 -0.32999 -5.67461 0.008 0.008 0.028
N 2.99065 -3.55655 -0.85054 0.015 0.020 0.015
N 1.09722 -4.06268 1.16264 -0.021 0.009 -0.017
C -3.30662 0.81816 -3.78125 -0.005 0.143 -0.004
C 0.04239 0.47951 -4.92054 -0.015 0.001 -0.041
C -0.35489 3.90531 0.43614 -0.003 0.011 0.020
C -3.22280 4.48085 -0.47867 -0.008 -0.010 0.061
C 2.85281 -4.79840 -0.31871 -0.005 -0.014 0.016
C 3.52313 -7.10483 -0.27535 -0.002 -0.002 -0.003
C 2.20643 -2.62101 -0.38658 0.080 -0.034 -0.023
C 4.09205 0.72830 -2.19256 -0.016 -0.016 -0.001
C -1.22495 3.80716 -2.57125 -0.048 0.060 0.041
C -1.26793 -2.21188 1.71970 0.079 0.001 0.054
C 3.67244 -5.85112 -0.78943 0.006 0.003 0.006
C -4.41464 -0.46834 1.71366 0.031 0.012 0.018
C 2.73828 -1.62766 2.75809 0.022 -0.069 0.035
C 1.74969 -6.36915 1.19301 -0.007 0.000 -0.004
C 1.25973 -2.87638 0.64199 -0.075 -0.051 -0.010
C 1.88673 -5.05842 0.67997 0.018 0.001 -0.010
C 3.69672 0.01156 -0.89226 -0.013 0.029 -0.061
C -4.70562 2.49464 1.79308 -0.025 0.036 -0.034
C 0.65217 -2.13111 4.00319 0.004 0.013 -0.043
C -2.20300 1.35535 2.96383 -0.100 0.039 0.142
C 1.25578 0.22808 3.42775 0.095 -0.025 -0.107
C 0.72325 1.57965 -2.94771 0.035 -0.057 -0.157
C -3.71938 -1.51857 -1.86388 0.046 -0.011 0.019
C 2.24032 -1.52250 -2.92029 -0.083 -0.033 0.010
C 1.26768 -1.22211 2.93358 -0.020 0.127 -0.045
C 0.01776 0.47944 -3.45523 -0.002 -0.025 0.076
C -5.29990 1.10126 -1.54266 -0.015 -0.022 0.009
C 0.84250 1.71214 -5.31762 0.009 0.007 -0.007
C 3.42473 1.09095 0.15831 -0.016 0.015 0.009
C 2.55333 -7.36566 0.72355 0.004 -0.002 0.001
C 4.83178 -0.92396 -0.47100 0.012 -0.019 0.025
C 1.27826 2.39323 -4.02913 0.025 -0.068 -0.006
H 0.06971 4.88033 0.18365 -0.011 0.009 0.011
H -4.61789 -0.67272 2.76900 -0.007 0.007 -0.003
H 1.36942 -2.13573 -3.14579 -0.014 0.024 -0.001
H 4.64670 -1.39649 0.49535 0.014 0.007 -0.032
H -5.35611 2.17126 2.61239 -0.004 -0.005 0.003
H 2.86740 -2.65743 2.42526 0.002 0.041 0.065
H -5.36947 2.13352 -1.89236 0.010 0.018 0.029
H 4.99446 -1.71660 -1.20324 0.004 0.004 0.006
H -3.62019 4.43309 0.53210 0.063 0.031 -0.096
H -4.21058 -1.91898 -2.75486 -0.020 -0.013 0.016
H 2.26528 -0.67710 -3.60149 -0.001 -0.012 0.008
H 5.75352 -0.34276 -0.39226 -0.010 0.013 0.010
H -2.01199 2.42055 3.11601 -0.006 -0.016 0.004
H 3.05323 0.68570 1.09658 0.019 -0.008 0.010
H 4.39905 -5.62589 -1.55851 0.002 -0.001 0.002
H -4.17634 0.49421 -4.36222 -0.007 0.002 -0.005
H 3.27222 -0.96919 2.07660 -0.024 -0.025 -0.041
H -0.75844 3.96277 1.45031 0.016 -0.018 0.002
H 3.14955 -2.11666 -3.01563 0.008 0.001 -0.015
H -4.28845 -1.84326 -0.99168 0.003 0.003 0.030
H 3.29008 1.35987 -2.57519 0.037 -0.005 0.017
H -2.43103 0.31970 -4.18779 -0.007 -0.052 -0.018
H -1.26019 0.90466 2.68738 0.228 -0.151 -0.003
H 4.41147 0.03449 -2.96962 -0.010 -0.010 -0.007
H -1.38950 2.96132 -3.23686 -0.029 0.029 0.014
H 1.53760 0.93432 2.64428 -0.042 -0.019 0.003
H -3.20822 1.89573 -3.92300 0.003 -0.008 0.006
H 0.29241 0.52088 3.82450 -0.192 0.037 0.037
H -0.17179 4.08203 -2.64802 -0.032 0.017 0.026
H -5.33629 2.67524 0.92312 0.037 0.030 0.038
H -1.82801 -1.56825 2.39187 -0.083 0.094 0.049
H -4.24920 3.43810 2.09319 -0.036 -0.081 0.030
H 2.68692 1.80079 -0.21746 0.023 -0.004 0.003
H 3.22235 -1.54140 3.73359 0.016 0.036 -0.005
H -6.09895 0.53422 -2.02881 0.004 0.014 -0.033
H 0.66179 -3.17910 3.70096 0.008 0.002 0.002
H 4.93752 1.38203 -1.96677 0.001 -0.003 0.000
H -4.02306 4.23704 -1.18062 -0.011 -0.022 0.009
H -3.93439 -1.34473 1.28646 0.048 -0.022 -0.012
H 0.45086 3.17025 0.40970 -0.023 0.016 -0.023
H -2.71773 -1.95099 -1.82290 0.020 0.063 -0.026
H -1.83123 4.64128 -2.93239 0.004 0.005 -0.005
H 2.45327 -8.36977 1.11396 -0.001 0.001 0.000
H -0.36993 -1.84326 4.24923 -0.015 -0.002 -0.015
H 1.24870 -2.03533 4.91380 -0.005 -0.010 0.007
H -1.82459 -2.32163 0.79014 -0.003 -0.010 -0.013
H -1.11921 -3.18498 2.18320 0.015 0.002 0.005
H 1.00150 -6.54407 1.95462 0.000 0.001 -0.001
H -5.37860 -0.33929 1.21716 0.014 -0.047 0.003
H -2.92932 5.51793 -0.67219 -0.018 -0.001 -0.020
H 4.14589 -7.91409 -0.63264 0.001 0.002 -0.001
H -5.49657 1.09170 -0.47097 -0.027 -0.043 -0.100
H 4.35665 1.62451 0.36174 0.005 -0.009 0.003
H -2.54722 0.93321 3.91188 0.016 0.006 -0.019
H 1.97670 0.31984 4.24434 0.002 0.014 -0.018